No. 1
The following is a DFT calculation (ωB97M-V/def2-TZVPD) of C4H8OS in the gas phase.

Positions of all 14 atoms, in Å:
C: -0.545 0.267 -0.436
C: 0.359 0.238 0.751
C: -1.982 0.038 -0.249
C: 1.631 -0.614 0.480
O: 2.416 -0.164 -0.632
S: 0.042 1.940 0.059
H: -0.146 -0.027 -1.425
H: -0.104 0.099 1.702
H: -2.455 0.610 -0.907
H: -2.370 0.335 0.751
H: -2.233 -0.993 -0.531
H: 2.060 0.583 -1.143
H: 1.052 -1.536 0.193
H: 2.274 -0.775 1.388

For the energy, the calculation gives -17154.49125 eV. As for the expectation value of S²: 2.0044. As for the lowest unoccupied orbital energy (spin up / spin down): 0.847 / -2.814 eV. Its spin multiplicity is 3. The calculation puts the energy above the lowest of the compared OMol25 structures with the same formula, charge and spin at 54.6 kcal per mole. As for the HOMO energy (spin up / spin down): -4.6 / -10.1 eV. Its HOMO-LUMO gap (spin up / spin down) is 5.429 / 7.283 eV.

These are the Mulliken partial charges, in e, on atoms 1 to 4: C 0.24; C -0.63; C -1.43; C -0.33

=====

No. 2
The following is a DFT calculation (ωB97M-V/def2-TZVPD) of C4H8OS2 in the gas phase.

Positions of all 15 atoms, in Å:
C: -0.797 -1.153 0.920
C: -0.283 0.013 0.176
C: -1.289 0.577 -0.830
C: 2.082 -0.070 -0.099
H: -0.169 -1.719 1.401
H: -1.871 -0.908 1.239
H: -1.005 -2.059 0.157
H: -0.009 0.938 0.761
H: -2.215 0.893 -0.208
H: -0.878 1.552 -1.281
H: -1.554 -0.072 -1.443
H: 1.348 1.953 -0.386
O: 0.890 -0.382 -0.528
S: 2.424 1.609 0.355
S: 3.324 -1.174 -0.233

As for the structure (SMILES): CC(C)OC(=S)S. For the energy, the calculation gives -27993.16235 eV. As for the lowest unoccupied orbital energy: 0.150 eV. The calculation puts the energy above the lowest of the compared OMol25 structures with the same formula, charge and spin at 58.5 kcal per mole. As for the HOMO energy: -8.6 eV. Its HOMO-LUMO gap is 8.750 eV.

These are the Mulliken partial charges, in e, on atoms 1 to 4: C -1.40; C 0.35; C -1.39; C 0.37

=====

No. 3
The following is a DFT calculation (ωB97M-V/def2-TZVPD) of a molecular structure, C4H8OS3.

Positions of all 16 atoms, in Å:
C: 1.522 -0.924 -0.774
C: 3.251 1.158 -0.664
C: -1.832 0.471 1.032
C: -2.134 -1.456 -0.626
O: -2.893 1.016 -1.386
S: 0.099 -1.785 -1.012
S: 1.578 0.615 -0.208
S: -3.025 0.055 -0.313
H: 3.221 2.005 -1.299
H: 3.559 0.327 -1.309
H: 3.970 1.379 0.136
H: -0.861 -0.032 0.712
H: -2.105 0.020 1.956
H: -1.607 1.540 1.180
H: -2.347 -1.989 0.368
H: -2.513 -2.086 -1.405

For the energy, the calculation gives -38826.20947 eV. As for the lowest unoccupied orbital energy (spin up / spin down): -0.451 / -0.451 eV. The calculation puts the energy above the lowest of the compared OMol25 structures with the same formula, charge and spin at 109.4 kcal per mole. As for the HOMO energy (spin up / spin down): -8.3 / -8.3 eV. Its HOMO-LUMO gap (spin up / spin down) is 7.858 / 7.859 eV.

These are the Mulliken partial charges, in e, on atoms 1 to 4: C -0.15; C -0.80; C -0.52; C -0.84

=====

No. 4
The following is a DFT calculation (ωB97M-V/def2-TZVPD) of 2 unconnected molecules or ions with the total composition C4H8OSi.

Positions of all 14 atoms, in Å:
C: -1.276 1.869 2.366
C: -0.569 1.082 1.846
C: 1.805 -1.112 -0.588
C: -0.815 0.819 -1.154
O: -0.737 -2.094 0.101
Si: -0.005 -0.715 -0.206
H: -1.881 2.705 2.812
H: 2.153 -2.104 -0.555
H: 2.005 -0.688 -1.555
H: 2.414 -0.490 -0.002
H: -0.083 1.427 -1.538
H: -1.391 0.578 -1.983
H: -1.195 1.393 -0.339
H: -0.426 -2.671 0.794

For the energy, the calculation gives -14199.33197 eV. As for the lowest unoccupied orbital energy: 0.280 eV. The calculation puts the energy above the lowest of the compared OMol25 structures with the same formula, charge and spin at 76.3 kcal per mole. As for the HOMO energy: -9.0 eV. Its HOMO-LUMO gap is 9.250 eV.

These are the Mulliken partial charges, in e, on atoms 1 to 4: C -0.08; C -0.86; C -1.10; C -1.11

=====

No. 5
The following is a DFT calculation (ωB97M-V/def2-TZVPD) of C4H8S in the gas phase.

Positions of all 13 atoms, in Å:
C: 1.637 1.087 -0.084
C: -0.163 -0.523 0.392
C: -1.538 -1.076 -0.208
C: -0.162 -1.771 -0.513
H: 2.503 0.404 0.591
H: 1.873 2.277 -0.033
H: 1.889 0.768 -1.208
H: -0.398 -0.871 1.613
H: -2.076 -0.609 -1.003
H: -2.373 -1.551 0.435
H: 0.113 -2.718 -0.125
H: -0.356 -1.774 -1.702
S: 0.011 1.111 0.244

As for the structure (SMILES): CSC1CC1. For the energy, the calculation gives -15108.41478 eV. As for the lowest unoccupied orbital energy: 1.009 eV. The calculation puts the energy above the lowest of the compared OMol25 structures with the same formula, charge and spin at 91.6 kcal per mole. As for the HOMO energy: -8.3 eV. Its HOMO-LUMO gap is 9.280 eV.

These are the Mulliken partial charges, in e, on atoms 1 to 4: C -0.73; C -0.05; C -0.63; C -0.42

=====

No. 6
The following is a DFT calculation (ωB97M-V/def2-TZVPD) of C4H8S in the gas phase.

Positions of all 13 atoms, in Å:
C: 0.577 -2.388 -0.091
C: 0.266 0.278 0.354
C: 0.105 1.683 -0.187
C: -1.121 2.121 -0.315
H: 0.024 -3.022 -0.845
H: 0.111 -2.063 0.779
H: 1.448 -2.931 0.359
H: -0.768 -0.051 0.495
H: 0.664 0.151 1.349
H: 0.847 2.435 -0.481
H: -1.281 3.118 -0.757
H: -1.920 1.545 0.171
S: 1.050 -0.875 -0.831

As for the structure (SMILES): C=CCSC. For the energy, the calculation gives -15111.33422 eV. As for the lowest unoccupied orbital energy: 1.125 eV. The calculation puts the energy above the lowest of the compared OMol25 structures with the same formula, charge and spin at 24.2 kcal per mole. As for the HOMO energy: -8.4 eV. Its HOMO-LUMO gap is 9.546 eV.

These are the Mulliken partial charges, in e, on atoms 1 to 4: C -0.73; C -0.53; C -0.10; C -0.76

=====

No. 7
The following is a DFT calculation (ωB97M-V/def2-TZVPD) of a molecular structure, C4H8S.

Positions of all 13 atoms, in Å:
C: 2.849 -0.451 0.173
C: 1.646 0.453 0.069
C: 0.406 0.055 -0.447
C: -0.817 0.863 -0.184
H: 2.942 -1.450 -0.495
H: 3.770 0.155 -0.618
H: 3.260 -0.687 1.270
H: 1.992 1.546 0.546
H: 0.113 -1.022 -0.872
H: -0.926 1.525 0.980
H: -1.395 1.208 -1.051
H: -1.749 -1.509 -0.439
S: -2.032 -0.330 0.188

For the energy, the calculation gives -15108.33578 eV. As for the lowest unoccupied orbital energy: 0.904 eV. The calculation puts the energy above the lowest of the compared OMol25 structures with the same formula, charge and spin at 93.4 kcal per mole. As for the HOMO energy: -8.8 eV. Its HOMO-LUMO gap is 9.657 eV.

These are the Mulliken partial charges, in e, on atoms 1 to 4: C -0.97; C -0.10; C -0.25; C -0.17

=====

No. 8
The following is a DFT calculation (ωB97M-V/def2-TZVPD) of 2 unconnected molecules or ions with the total composition C4H8S2.

Positions of all 14 atoms, in Å:
C: 1.769 -0.652 0.251
C: 1.179 0.506 -0.021
C: -1.574 -0.698 1.276
C: 0.415 0.813 -1.245
S: -1.732 -1.442 -0.176
S: -2.147 0.794 1.778
H: 2.278 -1.286 -0.436
H: 2.085 -0.718 1.350
H: 0.993 1.181 0.788
H: 1.016 1.639 -1.761
H: -0.693 0.930 -1.235
H: 0.549 -0.039 -1.884
H: -1.279 -2.599 0.445
H: -2.860 1.571 0.870

For the energy, the calculation gives -25944.12453 eV. As for the lowest unoccupied orbital energy: 0.128 eV. The calculation puts the energy above the lowest of the compared OMol25 structures with the same formula, charge and spin at 98.9 kcal per mole. As for the HOMO energy: -8.6 eV. Its HOMO-LUMO gap is 8.710 eV.

These are the Mulliken partial charges, in e, on atoms 1 to 4: C -0.66; C -0.05; C -0.06; C -1.01

=====

No. 9
The following is a DFT calculation (ωB97M-V/def2-TZVPD) of C4H8S2 in the gas phase.

Positions of all 14 atoms, in Å:
C: -1.159 0.016 0.315
C: 0.002 1.015 -0.203
C: 1.065 0.022 0.319
C: -0.028 -0.999 0.585
H: -2.412 0.013 -1.687
H: -1.451 0.449 1.233
H: -0.051 1.917 0.310
H: -0.053 1.202 -1.300
H: 1.452 0.496 1.186
H: 2.818 0.416 -1.244
H: -0.056 -1.452 1.597
H: -0.021 -1.861 -0.082
S: -2.610 -0.594 -0.506
S: 2.505 -0.638 -0.523

As for the structure (SMILES): S[C@H]1C[C@@H](S)C1. For the energy, the calculation gives -25946.81486 eV. As for the lowest unoccupied orbital energy: 0.904 eV. The calculation puts the energy above the lowest of the compared OMol25 structures with the same formula, charge and spin at 36.9 kcal per mole. As for the HOMO energy: -8.9 eV. Its HOMO-LUMO gap is 9.823 eV.

These are the Mulliken partial charges, in e, on atoms 1 to 4: C -0.12; C -0.64; C 0.00; C -0.80

=====

No. 10
The following is a DFT calculation (ωB97M-V/def2-TZVPD) of a molecular structure, C4H8S2.

Positions of all 14 atoms, in Å:
C: 0.323 0.399 0.942
C: 1.656 0.957 0.566
C: -0.609 -2.539 -0.729
C: -1.783 -1.729 -0.285
H: 0.070 0.704 1.966
H: 0.368 -0.698 0.942
H: -0.455 0.730 0.261
H: 2.479 0.655 1.217
H: -0.690 -2.749 -1.803
H: -0.615 -3.510 -0.218
H: 0.332 -2.025 -0.528
H: -2.755 -2.196 -0.463
S: 1.963 1.933 -0.682
S: -1.729 -0.273 0.411

For the energy, the calculation gives -25942.96634 eV. As for the lowest unoccupied orbital energy: -0.380 eV. The calculation puts the energy above the lowest of the compared OMol25 structures with the same formula, charge and spin at 125.6 kcal per mole. As for the HOMO energy: -7.1 eV. Its HOMO-LUMO gap is 6.722 eV.

These are the Mulliken partial charges, in e, on atoms 1 to 4: C -0.73; C -0.22; C -0.90; C 0.10

=====

No. 11
The following is a DFT calculation (ωB97M-V/def2-TZVPD) of 2 unconnected molecules or ions with the total composition C4H8Si.

Positions of all 13 atoms, in Å:
C: 2.413 1.172 0.355
C: 1.981 0.236 -0.481
C: -2.466 -0.147 -0.642
C: -2.724 -0.348 0.633
Si: 1.402 -1.478 0.054
H: 2.640 2.181 0.043
H: 2.572 0.963 1.403
H: 1.820 0.527 -1.517
H: -1.616 0.430 -0.968
H: -3.094 -0.545 -1.421
H: -3.579 -0.916 0.964
H: -2.089 0.057 1.404
H: 2.739 -2.133 0.172

For the energy, the calculation gives -12151.24696 eV. As for the lowest unoccupied orbital energy: -0.835 eV. The calculation puts the energy above the lowest of the compared OMol25 structures with the same formula, charge and spin at 66.7 kcal per mole. As for the HOMO energy: -8.3 eV. Its HOMO-LUMO gap is 7.430 eV.

These are the Mulliken partial charges, in e, on atoms 1 to 4: C -0.70; C -0.06; C -0.46; C -0.44

=====

No. 12
The following is a DFT calculation (ωB97M-V/def2-TZVPD) of C4H8Si in the gas phase.

Positions of all 13 atoms, in Å:
C: -1.880 0.036 0.863
C: -1.099 -0.561 -0.234
C: -0.913 0.847 0.190
C: 0.199 -0.096 0.217
Si: 1.833 -0.097 -0.623
H: -2.898 0.154 0.683
H: -1.549 -0.247 1.888
H: -1.378 -1.087 -1.106
H: -0.951 1.622 -0.552
H: 0.465 -0.448 1.206
H: 2.344 0.990 -1.425
H: 1.754 -1.372 -1.399
H: 2.793 -0.172 0.465

As for the structure (SMILES): [SiH3][C@@H]1[C@H]2C[C@@H]12. For the energy, the calculation gives -12151.90732 eV. As for the lowest unoccupied orbital energy: 1.144 eV. The calculation puts the energy above the lowest of the compared OMol25 structures with the same formula, charge and spin at 51.4 kcal per mole. As for the HOMO energy: -9.1 eV. Its HOMO-LUMO gap is 10.224 eV.

These are the Mulliken partial charges, in e, on atoms 1 to 4: C -0.36; C -0.38; C -0.46; C -0.03

=====

No. 13
The following is a DFT calculation (ωB97M-V/def2-TZVPD) of C4H8Si2 in the gas phase.

Positions of all 14 atoms, in Å:
C: 1.619 -0.522 0.561
C: 0.486 -1.264 0.402
C: -1.282 0.596 -0.253
C: -2.160 1.273 0.450
Si: 2.124 0.833 -0.485
Si: -0.979 -1.133 -0.780
H: 2.184 -0.761 1.451
H: 0.163 -2.095 1.211
H: -2.865 1.004 1.191
H: -2.200 2.327 0.345
H: 3.679 1.163 -0.382
H: 1.371 1.978 -0.939
H: -0.022 -1.232 -1.932
H: -2.119 -2.167 -0.841

For the energy, the calculation gives -20024.68722 eV. As for the lowest unoccupied orbital energy (spin up / spin down): -1.861 / -2.228 eV. The calculation puts the energy above the lowest of the compared OMol25 structures with the same formula, charge and spin at 132.1 kcal per mole. As for the HOMO energy (spin up / spin down): -6.5 / -6.0 eV. Its HOMO-LUMO gap (spin up / spin down) is 4.679 / 3.771 eV.

These are the Mulliken partial charges, in e, on atoms 1 to 4: C -0.18; C -0.40; C -0.14; C -0.60

=====

No. 14
The following is a DFT calculation (ωB97M-V/def2-TZVPD) of a molecular structure, C4H8Si2.

Positions of all 14 atoms, in Å:
C: 1.376 -0.118 0.089
C: -1.223 0.141 0.079
C: 2.613 -0.281 -0.330
C: -2.444 0.400 -0.365
Si: 0.236 1.358 0.355
Si: -0.385 -1.548 0.295
H: 3.038 -1.246 -0.565
H: 3.279 0.562 -0.479
H: -3.173 -0.374 -0.562
H: -2.786 1.406 -0.558
H: 0.219 1.909 1.717
H: 0.284 2.489 -0.584
H: -0.580 -2.572 -0.731
H: -0.454 -2.125 1.639

For the energy, the calculation gives -20029.77712 eV. As for the lowest unoccupied orbital energy: 0.558 eV. The calculation puts the energy above the lowest of the compared OMol25 structures with the same formula, charge and spin at 14.7 kcal per mole. As for the HOMO energy: -8.9 eV. Its HOMO-LUMO gap is 9.493 eV.

These are the Mulliken partial charges, in e, on atoms 1 to 4: C -0.14; C 0.18; C -0.43; C -0.63

=====

No. 15
The following is a DFT calculation (ωB97M-V/def2-TZVPD) of a molecular structure, C4H9B.

Positions of all 14 atoms, in Å:
B: -0.450 0.092 -0.217
C: 2.456 0.760 0.519
C: 1.169 1.061 0.640
C: -1.993 0.428 -0.080
C: -0.052 -1.273 -0.754
H: 3.240 1.340 1.043
H: 2.882 -0.057 -0.008
H: 0.718 1.944 1.218
H: -2.452 1.346 -0.431
H: -2.014 0.513 1.040
H: -2.507 -0.581 -0.315
H: 0.369 -1.255 -1.797
H: -0.798 -2.071 -0.762
H: 0.883 -1.769 -0.229

For the energy, the calculation gives -4967.49736 eV. As for the lowest unoccupied orbital energy: 0.630 eV. The calculation puts the energy above the lowest of the compared OMol25 structures with the same formula, charge and spin at 41.4 kcal per mole. As for the HOMO energy: -9.2 eV. Its HOMO-LUMO gap is 9.817 eV.

These are the Mulliken partial charges, in e, on atoms 1 to 4: B 0.17; C -0.57; C -0.33; C -0.81

=====

No. 16
The following is a DFT calculation (ωB97M-V/def2-TZVPD) of a molecular structure, C4H9BNO2Tb.

Positions of all 18 atoms, in Å:
N: -1.368 -1.911 -1.397
C: -0.201 -1.707 -0.928
C: -0.325 -1.107 0.457
C: -0.303 0.425 0.516
C: 0.870 1.017 1.312
O: 1.211 2.178 0.591
B: 0.893 1.919 -0.740
O: -0.179 0.963 -0.780
H: -1.415 -2.305 -2.336
H: 0.763 -1.932 -1.372
H: 0.309 -1.530 1.242
H: -1.329 -1.477 0.571
H: -1.312 0.835 0.844
H: 1.702 0.305 1.272
H: 0.691 1.248 2.360
H: 0.972 2.751 -1.621
H: 2.055 1.355 -1.213
Tb: -3.034 -1.027 1.223

For the energy, the calculation gives -32968.22691 eV. As for the total charge: +2. As for the expectation value of S²: 13.0213. As for the lowest unoccupied orbital energy (spin up / spin down): -9.251 / -9.902 eV. Its spin multiplicity is 7. As for the HOMO energy (spin up / spin down): -17.2 / -16.3 eV. Its HOMO-LUMO gap (spin up / spin down) is 7.945 / 6.415 eV.

These are the Mulliken partial charges, in e, on atoms 1 to 4: N -0.51; C -0.05; C -0.64; C 0.75